Entry P
A cluster of 9 separate species, C44H113N7O16 in total, computed with ωB97M-V/def2-TZVPD.

Geometry as ORCA input:
```
! wB97M-V def2-TZVPD RIJCOSX def2/J DEFGRID3
* xyz 0 1
C 0.363 -0.280 5.203
O 1.524 -0.011 5.902
H 0.549 -1.121 4.534
H -0.324 -0.486 6.024
H 0.027 0.550 4.583
H 2.115 0.392 5.263
C 0.364 0.718 -0.130
O 0.071 0.426 1.259
H 1.313 1.254 -0.158
H 0.585 -0.277 -0.517
H -0.436 1.171 -0.715
H 0.767 0.062 1.811
C 1.588 3.559 1.918
O 2.822 2.925 1.629
C 3.553 3.489 0.564
C 4.951 2.825 0.389
N 4.749 1.477 -0.092
C 5.941 0.766 -0.485
C 5.751 -0.703 -0.446
O 5.713 -1.175 0.909
C 6.109 -2.514 1.133
H 0.877 3.311 1.130
H 1.720 4.639 1.853
H 1.204 3.361 2.919
H 3.709 4.526 0.858
H 3.000 3.356 -0.366
H 5.555 2.915 1.292
H 5.428 3.466 -0.353
H 4.279 0.829 0.523
H 6.790 1.108 0.108
H 6.116 1.131 -1.497
H 6.567 -1.188 -0.982
H 4.876 -1.101 -0.960
H 5.315 -3.241 0.959
H 6.346 -2.628 2.191
H 6.933 -2.865 0.511
C 0.797 6.589 -4.572
O -0.502 6.363 -4.151
C -1.295 5.928 -5.220
C -2.700 5.786 -4.659
N -2.769 4.792 -3.548
C -3.957 4.849 -2.706
C -4.054 3.764 -1.634
O -2.879 3.664 -0.845
C -2.850 2.382 -0.157
H 0.905 7.286 -5.403
H 1.283 5.645 -4.817
H 1.380 7.024 -3.761
H -0.844 4.978 -5.507
H -1.252 6.602 -6.075
H -3.447 5.495 -5.398
H -2.981 6.775 -4.297
H -1.987 5.119 -2.999
H -4.811 4.791 -3.380
H -4.149 5.786 -2.184
H -4.402 2.864 -2.140
H -4.995 3.990 -1.131
H -2.783 1.515 -0.814
H -3.702 2.253 0.511
H -1.953 2.502 0.451
C 3.453 -3.408 -6.599
O 3.281 -2.301 -5.743
C 4.499 -1.679 -5.399
C 4.334 -0.905 -4.073
N 3.464 0.201 -4.168
C 3.311 0.965 -2.924
C 2.158 1.997 -3.072
O 0.895 1.350 -3.237
C -0.259 2.225 -3.272
H 3.858 -4.310 -6.140
H 4.121 -3.162 -7.425
H 2.445 -3.596 -6.969
H 4.785 -0.945 -6.152
H 5.335 -2.375 -5.322
H 5.254 -0.539 -3.617
H 3.977 -1.628 -3.340
H 2.580 -0.123 -4.534
H 4.264 1.414 -2.644
H 3.057 0.298 -2.099
H 2.327 2.660 -3.921
H 2.095 2.606 -2.170
H -0.416 2.745 -2.327
H -1.162 1.620 -3.356
H -0.191 3.021 -4.014
C -0.856 -7.916 -1.255
O -1.836 -7.688 -0.221
C -1.204 -7.892 1.024
C -2.144 -7.262 2.109
N -2.519 -5.832 1.945
C -1.374 -4.932 2.240
C -1.673 -3.455 1.998
O -1.969 -3.358 0.591
C -2.391 -2.091 0.140
H 0.008 -7.252 -1.224
H -1.327 -7.746 -2.223
H -0.477 -8.929 -1.118
H -0.202 -7.494 1.184
H -1.109 -8.952 1.260
H -1.903 -7.543 3.134
H -3.062 -7.828 1.955
H -2.606 -5.749 0.942
H -0.482 -5.280 1.718
H -1.156 -4.993 3.306
H -0.835 -2.809 2.256
H -2.501 -3.175 2.650
H -2.680 -2.233 -0.901
H -1.533 -1.429 0.254
H -3.246 -1.828 0.763
C -7.737 2.761 1.398
O -7.013 1.790 2.109
C -7.877 0.992 2.911
C -7.074 0.010 3.757
N -6.019 0.703 4.476
C -4.982 -0.172 5.015
C -3.678 0.525 5.428
O -3.135 1.405 4.406
C -2.626 0.693 3.250
H -8.382 2.220 0.706
H -7.036 3.282 0.747
H -8.166 3.461 2.115
H -8.490 0.410 2.223
H -8.502 1.588 3.577
H -6.640 -0.760 3.118
H -7.711 -0.582 4.414
H -5.600 1.371 3.844
H -4.734 -1.015 4.370
H -5.395 -0.509 5.965
H -2.912 -0.131 5.840
H -3.984 1.164 6.256
H -3.420 0.240 2.657
H -2.048 -0.197 3.500
H -1.991 1.412 2.732
C -5.936 -1.973 -3.368
O -4.523 -1.724 -3.246
C -3.970 -0.829 -4.169
C -2.491 -0.587 -3.883
N -1.672 -1.786 -4.031
C -0.298 -1.456 -3.687
C 0.719 -2.644 -3.795
O 0.111 -3.777 -3.187
C 0.352 -3.879 -1.781
H -6.010 -2.345 -4.390
H -6.564 -1.086 -3.278
H -6.340 -2.685 -2.648
H -4.529 0.105 -4.227
H -4.052 -1.327 -5.135
H -2.350 -0.343 -2.830
H -2.048 0.222 -4.463
H -1.930 -2.488 -3.353
H -0.231 -1.055 -2.676
H 0.088 -0.700 -4.372
H 1.723 -2.368 -3.475
H 0.765 -2.830 -4.868
H 0.027 -2.961 -1.292
H 1.411 -4.053 -1.593
H -0.177 -4.690 -1.279
C 5.755 3.268 7.437
O 5.387 3.134 6.076
C 4.392 2.177 5.882
C 3.887 2.322 4.398
N 3.137 1.115 3.994
C 3.991 -0.012 3.610
C 3.224 -1.254 3.217
O 2.268 -1.009 2.179
C 1.959 -2.237 1.537
H 6.408 4.129 7.578
H 6.238 2.388 7.863
H 4.930 3.387 8.140
H 3.569 2.361 6.573
H 4.831 1.206 6.107
H 4.636 2.554 3.640
H 3.222 3.186 4.363
H 2.436 1.326 3.299
H 4.782 -0.311 4.299
H 4.576 0.322 2.753
H 2.836 -1.826 4.060
H 3.996 -1.928 2.845
H 2.592 -2.510 0.692
H 0.998 -2.041 1.062
H 1.783 -3.023 2.271
*
```

Gap between HOMO and LUMO = 8.899 eV

Here are the Löwdin charges for atoms 1 to 5, given in e: atom 1 (C): -0.187, atom 2 (O): -0.135, atom 3 (H): 0.065, atom 4 (H): 0.082, atom 5 (H): 0.073

***

Entry Q
A cluster of 9 separate species, C44H113N7O16 in total, computed with ωB97M-V/def2-TZVPD.

Geometry as ORCA input:
```
! wB97M-V def2-TZVPD RIJCOSX def2/J DEFGRID3
* xyz 0 1
C -0.757 -8.719 -5.970
O -0.703 -7.323 -5.709
C -1.690 -6.554 -6.406
C -1.755 -5.050 -6.051
N -2.430 -4.801 -4.737
C -2.461 -3.414 -4.312
C -1.057 -2.663 -4.236
O -0.072 -3.347 -3.514
C 0.829 -2.490 -2.820
H -0.715 -8.851 -7.051
H -1.696 -9.168 -5.648
H 0.107 -9.212 -5.525
H -2.694 -6.953 -6.259
H -1.518 -6.607 -7.481
H -2.123 -4.497 -6.915
H -0.763 -4.625 -5.897
H -1.829 -5.292 -4.090
H -2.967 -3.160 -3.381
H -3.152 -2.948 -5.013
H -1.339 -1.762 -3.692
H -0.682 -2.281 -5.186
H 1.334 -1.813 -3.508
H 1.600 -3.032 -2.271
H 0.368 -1.842 -2.075
C 1.484 3.380 5.390
O 1.561 3.524 4.054
C 2.467 2.598 3.473
C 2.766 2.886 2.023
N 3.707 3.997 1.907
C 3.837 4.403 0.490
C 4.618 5.679 0.349
O 3.845 6.735 0.865
C 4.369 8.069 0.856
H 0.693 3.931 5.899
H 2.397 3.640 5.926
H 1.307 2.329 5.615
H 1.924 1.652 3.485
H 3.359 2.411 4.072
H 1.872 3.184 1.476
H 3.245 1.988 1.631
H 3.406 4.801 2.441
H 2.887 4.524 -0.030
H 4.368 3.652 -0.094
H 4.802 5.842 -0.713
H 5.605 5.679 0.813
H 5.095 8.102 1.669
H 3.588 8.796 1.079
H 4.739 8.302 -0.142
C -0.587 4.816 -1.619
O -0.825 4.641 -2.959
C -2.128 4.925 -3.328
C -2.334 4.726 -4.878
N -1.274 5.625 -5.342
C -1.044 5.406 -6.767
C 0.104 6.318 -7.216
O 1.330 6.028 -6.625
C 2.174 7.209 -6.732
H 0.446 4.561 -1.383
H -1.135 4.121 -0.982
H -0.827 5.791 -1.196
H -2.490 5.899 -3.000
H -2.677 4.136 -2.814
H -3.309 5.014 -5.271
H -2.131 3.700 -5.184
H -0.357 5.464 -4.948
H -1.982 5.461 -7.320
H -0.662 4.392 -6.885
H -0.210 7.346 -7.038
H 0.282 6.246 -8.289
H 3.181 6.830 -6.554
H 1.853 7.913 -5.965
H 2.057 7.663 -7.716
C -1.745 1.219 4.095
O -2.497 0.328 4.881
C -3.388 -0.489 4.120
C -4.236 -1.399 5.008
N -3.501 -2.548 5.559
C -4.154 -3.302 6.593
C -3.180 -4.114 7.442
O -2.543 -3.267 8.396
C -1.692 -4.029 9.263
H -1.092 0.698 3.395
H -1.265 1.946 4.750
H -2.440 1.812 3.501
H -2.892 -1.091 3.359
H -4.014 0.275 3.658
H -5.141 -1.798 4.550
H -4.680 -0.880 5.857
H -2.706 -2.117 6.009
H -4.794 -3.963 6.009
H -4.734 -2.610 7.205
H -2.562 -4.619 6.699
H -3.718 -4.948 7.892
H -2.340 -4.666 9.865
H -1.314 -3.149 9.785
H -0.941 -4.652 8.778
C -5.734 3.745 -0.820
O -6.326 2.450 -0.963
C -6.328 1.659 0.223
C -4.909 1.360 0.746
N -4.005 0.390 0.031
C -3.919 0.675 -1.395
C -3.195 -0.397 -2.221
O -3.077 -0.223 -3.591
C -4.316 -0.046 -4.359
H -5.923 4.317 -1.729
H -4.655 3.683 -0.683
H -6.170 4.355 -0.029
H -6.834 0.697 0.140
H -6.828 2.272 0.972
H -5.093 0.849 1.691
H -4.381 2.254 1.079
H -3.059 0.542 0.352
H -3.424 1.645 -1.410
H -4.904 0.733 -1.858
H -3.605 -1.399 -2.093
H -2.188 -0.578 -1.845
H -5.122 -0.727 -4.085
H -4.181 -0.283 -5.415
H -4.668 0.981 -4.455
C 4.011 -2.277 0.989
O 2.909 -1.727 1.772
C 1.650 -2.270 1.462
C 0.579 -1.796 2.411
N 0.790 -2.400 3.704
C -0.320 -2.116 4.679
C 0.089 -2.841 6.012
O 1.228 -2.094 6.446
C 1.696 -2.574 7.693
H 4.422 -3.167 1.465
H 4.800 -1.531 0.898
H 3.688 -2.670 0.025
H 1.653 -3.358 1.532
H 1.320 -2.069 0.443
H -0.419 -2.087 2.084
H 0.593 -0.707 2.372
H 1.575 -1.999 4.197
H -1.257 -2.552 4.332
H -0.540 -1.051 4.749
H 0.241 -3.911 5.869
H -0.688 -2.778 6.773
H 2.552 -1.975 8.004
H 1.856 -3.650 7.625
H 0.994 -2.420 8.512
C 5.534 -5.974 1.338
O 6.141 -5.101 0.297
C 6.275 -5.679 -1.046
C 6.824 -4.489 -1.960
N 6.043 -3.297 -1.926
C 4.775 -3.397 -2.644
C 4.271 -1.984 -3.009
O 3.794 -1.181 -1.925
C 3.075 0.045 -2.293
H 4.474 -6.192 1.206
H 5.476 -5.354 2.232
H 5.929 -6.975 1.511
H 5.256 -5.875 -1.379
H 6.878 -6.587 -1.052
H 6.723 -4.817 -2.995
H 7.860 -4.158 -1.887
H 5.810 -3.275 -0.944
H 4.076 -4.036 -2.104
H 4.948 -3.929 -3.579
H 3.428 -1.999 -3.699
H 5.076 -1.533 -3.590
H 3.786 0.711 -2.783
H 2.706 0.596 -1.428
H 2.219 -0.089 -2.954
C 0.084 1.056 -0.175
O -1.176 1.015 0.479
H -0.059 0.609 -1.159
H 0.473 2.071 -0.264
H 0.861 0.526 0.374
H -1.291 1.855 0.929
C -1.119 3.994 2.323
O -2.025 3.381 1.435
H -1.054 5.030 1.989
H -1.302 4.167 3.383
H -0.232 3.389 2.137
H -2.777 3.976 1.386
*
```

Gap between HOMO and LUMO = 8.716 eV

Here are the Löwdin charges for atoms 1 to 5, given in e: atom 1 (C): -0.111, atom 2 (O): -0.192, atom 3 (C): -0.216, atom 4 (C): -0.177, atom 5 (N): -0.063

***

entry P takes first place; second place is 241.6 kJ/mol up.

***

Entry P
A cluster of 5 separate species, CH14N3O4 in total, computed with ωB97M-V/def2-TZVPD.

Geometry as ORCA input:
```
! wB97M-V def2-TZVPD RIJCOSX def2/J DEFGRID3
* xyz 1 1
N 1.409 0.391 2.061
C 1.415 0.044 0.786
N 1.764 -1.181 0.414
N 0.986 0.906 -0.082
H 1.159 1.324 2.305
H 1.695 -0.181 2.836
H 1.658 -1.402 -0.565
H 2.584 -1.636 0.790
H 0.807 0.661 -1.043
H 0.295 1.564 0.276
H -1.897 1.845 1.621
H -1.632 3.122 0.708
O -1.251 2.345 1.120
H 0.430 -1.003 -2.800
H 1.887 -1.062 -3.270
O 1.321 -1.233 -2.509
H -1.895 0.091 -2.552
H -2.031 -0.305 -1.007
O -1.437 -0.147 -1.750
H -2.095 -1.884 0.365
H -2.856 -1.221 1.533
O -2.316 -1.037 0.764
*
```

Gap between HOMO and LUMO = 11.896 eV

Here are the Löwdin charges for atoms 1 to 5, given in e: atom 1 (N): 0.218, atom 2 (C): -0.513, atom 3 (N): 0.209, atom 4 (N): 0.224, atom 5 (H): 0.118

***

Entry Q
A cluster of 5 separate species, CH14N3O4 in total, computed with ωB97M-V/def2-TZVPD.

Geometry as ORCA input:
```
! wB97M-V def2-TZVPD RIJCOSX def2/J DEFGRID3
* xyz 1 1
N 1.128 0.179 2.221
C 1.124 0.017 0.893
N 1.538 -1.134 0.368
N 0.648 0.971 0.120
H 0.917 1.051 2.678
H 1.451 -0.585 2.794
H 1.471 -1.181 -0.642
H 2.222 -1.712 0.840
H 0.835 0.899 -0.871
H 0.108 1.771 0.446
H -2.081 1.712 0.417
H -1.969 2.749 1.703
O -1.607 2.015 1.202
H 1.074 -0.695 -3.405
H 2.520 -1.171 -3.322
O 1.817 -0.772 -2.795
H -1.928 -0.210 -2.527
H -1.346 -0.624 -1.136
O -1.338 0.064 -1.819
H -2.145 -1.043 1.465
H -2.878 -1.984 0.534
O -2.335 -1.183 0.529
*
```

Gap between HOMO and LUMO = 11.894 eV

Here are the Löwdin charges for atoms 1 to 5, given in e: atom 1 (N): 0.205, atom 2 (C): -0.491, atom 3 (N): 0.211, atom 4 (N): 0.210, atom 5 (H): 0.130

***

entry P takes first place; second place is 9.9 kJ/mol up.

***

Entry P
An isolated molecule of C3H5N3, computed with ωB97M-V/def2-TZVPD.

Geometry as ORCA input:
```
! wB97M-V def2-TZVPD RIJCOSX def2/J DEFGRID3
* xyz 0 1
N -1.616 1.580 -0.192
C -0.574 0.803 -0.004
C -0.560 -0.736 0.069
N 0.753 -1.295 -0.141
C 1.732 -0.529 -0.155
N 0.519 1.489 0.235
H -2.462 1.105 0.129
H -0.932 -1.086 1.039
H -1.245 -1.128 -0.694
H 2.768 -0.832 -0.321
H 1.617 0.629 0.035
*
```

Gap between HOMO and LUMO (alpha / beta) = 7.139 / 8.296 eV

Here are the Löwdin charges for atoms 1 to 5, given in e: atom 1 (N): 0.119, atom 2 (C): -0.579, atom 3 (C): -0.158, atom 4 (N): 0.009, atom 5 (C): -0.015

***

Entry Q
An isolated molecule of C3H5N3, computed with ωB97M-V/def2-TZVPD.

Geometry as ORCA input:
```
! wB97M-V def2-TZVPD RIJCOSX def2/J DEFGRID3
* xyz 0 1
C 1.137 -0.419 1.224
C 0.224 0.122 0.167
C -0.754 -0.503 -0.569
N -1.247 0.479 -1.358
N -0.629 1.643 -1.137
N 0.261 1.434 -0.223
H 2.012 -0.919 0.788
H 0.622 -1.121 1.893
H 1.507 0.413 1.828
H -1.118 -1.520 -0.599
H -2.000 0.430 -2.029
*
```

Gap between HOMO and LUMO = 10.394 eV

Here are the Löwdin charges for atoms 1 to 5, given in e: atom 1 (C): -0.053, atom 2 (C): -0.354, atom 3 (C): -0.061, atom 4 (N): -0.021, atom 5 (N): -0.025

***

entry Q takes first place; second place is 408.9 kJ/mol up.

***

Entry P
An isolated molecule of C3H5N3, computed with ωB97M-V/def2-TZVPD.

Geometry as ORCA input:
```
! wB97M-V def2-TZVPD RIJCOSX def2/J DEFGRID3
* xyz 0 1
N 0.692 0.289 1.649
C 0.108 0.040 0.419
C -1.203 -0.049 0.016
C -1.149 -0.509 -1.359
N 0.155 -0.697 -1.681
N 0.885 -0.268 -0.651
H 0.044 0.661 2.325
H 1.557 0.810 1.635
H -2.054 0.162 0.658
H -0.898 0.044 -2.345
H 1.864 -0.482 -0.667
*
```

Gap between HOMO and LUMO = 9.188 eV

Here are the Löwdin charges for atoms 1 to 5, given in e: atom 1 (N): 0.111, atom 2 (C): -0.395, atom 3 (C): -0.055, atom 4 (C): -0.177, atom 5 (N): -0.048

***

Entry Q
An isolated molecule of C3H5N3, computed with ωB97M-V/def2-TZVPD.

Geometry as ORCA input:
```
! wB97M-V def2-TZVPD RIJCOSX def2/J DEFGRID3
* xyz 0 1
N 1.328 -1.476 -0.896
C 0.412 -0.461 -0.693
N -0.135 0.277 -1.558
N -1.179 1.816 -0.003
C -0.703 1.046 0.919
C -0.155 -0.218 0.620
H 1.404 -2.138 -0.137
H 1.326 -1.891 -1.817
H -1.266 2.781 0.332
H -0.674 1.341 1.976
H -0.359 -1.078 1.257
*
```

Gap between HOMO and LUMO (alpha / beta) = 7.648 / 8.725 eV

Here are the Löwdin charges for atoms 1 to 5, given in e: atom 1 (N): 0.110, atom 2 (C): -0.580, atom 3 (N): 0.231, atom 4 (N): 0.093, atom 5 (C): -0.282

***

Entry R
An isolated molecule of C3H5N3, computed with ωB97M-V/def2-TZVPD.

Geometry as ORCA input:
```
! wB97M-V def2-TZVPD RIJCOSX def2/J DEFGRID3
* xyz 0 1
C 1.531 -0.184 0.062
C -0.449 1.042 0.028
C -1.845 -0.548 0.065
H 1.609 0.077 1.304
H 1.977 0.506 -0.776
H 2.155 -1.155 -0.312
H 0.223 1.880 -0.216
H -2.896 -1.086 0.024
N 0.176 -0.088 -0.085
N -1.747 0.746 -0.027
N -0.734 -1.191 -0.068
*
```

Gap between HOMO and LUMO = 10.738 eV

Here are the Löwdin charges for atoms 1 to 5, given in e: atom 1 (C): -0.110, atom 2 (C): -0.172, atom 3 (C): -0.317, atom 4 (H): 0.166, atom 5 (H): 0.109

***

Entry S
An isolated molecule of C3H5N3, computed with ωB97M-V/def2-TZVPD.

Geometry as ORCA input:
```
! wB97M-V def2-TZVPD RIJCOSX def2/J DEFGRID3
* xyz 0 1
N -1.882 -0.146 0.351
C -0.616 -0.455 0.016
C 0.466 -1.215 -0.045
C 1.730 -0.157 0.060
N 1.427 1.079 -0.071
N 0.159 1.402 -0.098
H -2.641 -0.801 0.470
H -2.124 0.754 -0.030
H 0.659 -2.269 -0.319
H 2.736 -0.399 0.438
H 0.084 2.204 -0.772
*
```

Gap between HOMO and LUMO = 8.981 eV

Here are the Löwdin charges for atoms 1 to 5, given in e: atom 1 (N): 0.083, atom 2 (C): -0.194, atom 3 (C): -0.045, atom 4 (C): -0.148, atom 5 (N): -0.152

***

entry R takes first place; second place is 50.9 kJ/mol up.

***

Entry P
A cluster of 2 separate species, C3H5N3 in total, computed with ωB97M-V/def2-TZVPD.

Geometry as ORCA input:
```
! wB97M-V def2-TZVPD RIJCOSX def2/J DEFGRID3
* xyz 0 1
C 1.964 -0.370 -0.421
C 0.597 0.015 -0.001
N -0.034 0.238 0.981
N -0.781 0.657 1.885
N -3.513 0.383 -0.634
C -2.435 0.324 -1.039
H 1.915 -1.224 -1.101
H 2.401 0.461 -0.981
H 2.620 -0.615 0.420
H -1.322 -0.128 2.257
H -1.412 0.259 -1.367
*
```

Gap between HOMO and LUMO = 9.368 eV

Here are the Löwdin charges for atoms 1 to 5, given in e: atom 1 (C): -0.075, atom 2 (C): -0.096, atom 3 (N): -0.150, atom 4 (N): 0.074, atom 5 (N): 0.051

***

Entry Q
An isolated molecule of C3H5N3, computed with ωB97M-V/def2-TZVPD.

Geometry as ORCA input:
```
! wB97M-V def2-TZVPD RIJCOSX def2/J DEFGRID3
* xyz 0 1
N -1.713 -0.574 -0.228
C -0.416 -0.049 -0.042
C 0.791 -0.848 -0.173
N 1.953 -0.348 0.038
N 0.973 1.970 0.476
C 0.020 1.202 0.290
H -2.314 -0.003 -0.809
H -2.194 -0.806 0.633
H 0.601 -1.890 -0.456
H 2.701 -1.021 -0.094
H -0.360 2.339 0.374
*
```

Gap between HOMO and LUMO = 7.623 eV

Here are the Löwdin charges for atoms 1 to 5, given in e: atom 1 (N): 0.037, atom 2 (C): -0.348, atom 3 (C): -0.221, atom 4 (N): 0.058, atom 5 (N): 0.241

***

entry P takes first place; second place is 96.9 kJ/mol up.